[1]
25
Properties=species:S:1:pos:R:3:forces:R:3 method="wB97M-V/def2-TZVPD" lumo_ev=0.9022 homo_energy_ev=-8.2716 smiles="C=C(C)C.CN.CO" total_energy_ha=-368.726741 de_lowest_kcal_mol=46.50
O 0.623 0.332 2.325 0.70 -0.51 -1.12
N -1.337 0.072 0.211 -0.38 -0.07 0.64
C 0.833 1.640 2.798 0.13 0.21 -0.09
C 0.191 0.560 -2.244 -0.70 0.28 0.70
C -2.453 -0.867 0.166 0.01 0.21 0.22
C 1.765 0.111 -0.360 -0.80 -0.42 -1.43
C 0.522 -1.781 -1.363 -0.43 0.15 0.38
C 0.711 -0.306 -1.128 2.95 0.11 -0.72
H 2.132 1.124 -0.456 -0.07 0.14 0.16
H 0.520 0.186 -3.212 0.13 -0.13 0.01
H 0.511 2.393 2.067 -0.01 0.01 0.07
H 0.248 1.767 3.709 0.04 0.00 -0.04
H 0.904 -2.367 -0.530 -0.01 -0.07 0.00
H 0.520 1.593 -2.141 0.02 0.02 0.01
H 1.037 -2.087 -2.280 0.03 0.15 0.11
H -3.211 -0.683 0.937 -0.07 -0.10 -0.08
H 1.889 1.819 3.028 -0.05 0.04 0.05
H -0.900 0.548 -2.228 -0.02 0.02 -0.22
H -1.678 1.022 0.102 0.06 -0.04 0.03
H -2.065 -1.875 0.310 -0.05 -0.08 -0.02
H -0.531 -2.003 -1.505 -0.18 -0.16 0.00
H -2.931 -0.819 -0.812 -0.07 -0.07 -0.04
H 1.108 0.217 1.440 -0.75 0.26 1.40
H 2.445 -0.624 0.049 -0.14 -0.06 0.44
H -0.854 0.028 1.118 -0.35 0.10 -0.48

[2]
25
Properties=species:S:1:pos:R:3:forces:R:3 method="wB97M-V/def2-TZVPD" lumo_ev=0.8645 homo_energy_ev=-8.0981 smiles=CCCN(C)CC.O total_energy_ha=-368.759854 de_lowest_kcal_mol=25.73
O 0.417 -2.768 2.344 -0.46 -1.70 -0.64
N -0.659 -0.278 -1.227 -0.35 0.41 0.10
C 1.725 0.677 -1.307 -0.52 -1.20 -0.48
C -0.242 -1.645 -1.052 0.20 0.21 -0.92
C -0.355 1.929 1.526 -0.46 -0.79 0.26
C -1.469 0.301 -0.160 0.17 -0.56 -0.48
C 0.301 0.570 -1.893 0.32 0.52 0.48
C -0.786 0.481 1.191 0.65 0.80 0.20
H 1.729 1.054 -0.291 0.32 0.40 -0.09
H 2.132 -0.336 -1.292 0.08 -0.09 0.29
H -1.044 -2.282 -0.690 -0.03 0.13 0.44
H -1.127 2.617 1.208 0.01 0.40 -0.30
H -0.129 1.566 -1.996 -0.14 0.11 0.14
H 0.120 -0.107 1.194 0.29 -0.43 0.01
H -2.326 -0.362 -0.124 -0.27 -0.17 0.53
H 0.453 -2.333 3.178 0.28 0.98 0.43
H -1.877 1.249 -0.499 0.08 0.26 -0.19
H 2.373 1.164 -2.034 -0.01 0.64 0.39
H 0.686 -1.747 -0.480 -0.08 -0.27 0.42
H 0.694 -2.249 1.595 0.15 0.67 0.22
H -0.002 -2.041 -2.045 0.12 -0.04 -0.03
H -0.296 2.035 2.605 0.20 0.06 0.20
H 0.619 2.165 1.118 0.00 0.33 -0.26
H 0.423 0.217 -2.896 0.02 -0.40 -0.84
H -1.359 0.121 2.029 -0.58 -0.29 0.12

[3]
25
Properties=species:S:1:pos:R:3:forces:R:3 method="wB97M-V/def2-TZVPD" lumo_ev=0.9009 homo_energy_ev=-8.9982 smiles=CCN(C)C.CCO total_energy_ha=-368.764367 de_lowest_kcal_mol=22.89
O 1.439 0.393 1.155 0.87 1.25 1.53
N -0.063 -0.878 -0.303 -1.09 -1.20 -1.28
C 0.359 0.860 -2.039 0.18 0.21 0.00
C -1.119 -1.591 0.401 -0.15 0.01 0.55
C 0.892 -1.840 -0.839 0.54 -0.22 -0.06
C 0.621 1.048 2.127 0.91 -0.26 -0.10
C -0.649 -0.064 -1.368 -0.29 0.41 -0.13
C -0.378 2.004 1.501 -0.16 0.22 -0.03
H -1.442 0.552 -0.900 0.29 -0.34 -0.32
H 0.429 -2.501 -1.591 0.03 0.08 0.09
H 1.274 -2.462 -0.012 -0.08 0.28 -0.36
H -0.679 -2.180 1.223 -0.19 0.23 -0.30
H -1.674 -2.274 -0.263 0.08 0.10 0.07
H -0.952 2.526 2.285 0.13 -0.15 -0.30
H 1.331 1.598 2.774 -0.48 -0.19 -0.14
H 0.886 1.455 -1.275 -0.15 -0.23 -0.33
H 0.148 2.757 0.890 -0.22 -0.27 0.20
H 1.105 0.296 -2.623 -0.31 0.30 0.18
H -0.171 1.550 -2.718 0.25 -0.30 0.21
H 1.742 -1.316 -1.307 -0.34 -0.26 0.28
H -1.129 -0.710 -2.127 0.01 0.08 0.20
H 0.846 -0.119 0.567 -0.37 0.03 -0.01
H -1.830 -0.864 0.831 0.24 -0.30 -0.14
H -1.084 1.457 0.853 0.21 0.31 0.30
H 0.099 0.303 2.758 0.09 0.22 -0.12